# 1
Here is a cluster of 2 separate species, C4H12 in total from the OMol25 dataset. Energies are from wB97M-V/def2-TZVPD.

Geometry as XYZ:
```
16
Properties=species:S:1:pos:R:3:forces:R:3:mulliken_charge:R:1
C -0.5792 -0.8862 1.4641 0.4018 0.3632 -0.3724 -0.6401
C 0.2298 -1.2784 2.6899 -0.0111 0.4551 0.4028 -0.9467
H 0.1130 -0.6716 0.6506 0.0727 -0.2524 -0.0540 0.0763
H -1.2630 -1.6535 1.1095 -0.1130 -0.0282 0.1014 0.3300
H -1.0975 0.0693 1.5632 -0.3146 -0.2168 0.3703 0.3026
H -0.3576 -1.5993 3.5527 -0.1814 -0.2152 -0.2447 0.2945
H 0.7629 -0.3980 3.0601 0.2075 -0.1024 -0.1390 0.2769
H 0.9642 -2.0465 2.4483 -0.0552 -0.0407 0.0930 0.2819
C 0.6742 1.5764 -2.2383 -0.6561 0.8080 -0.4531 -0.8486
C -0.3365 0.4824 -1.8571 0.0388 0.6053 -0.2425 -0.6942
H 0.8144 1.6012 -3.3184 0.3603 -0.2460 -0.0269 0.2612
H 0.2607 2.5721 -2.0406 0.0574 -0.1145 0.2063 0.2499
H 1.6453 1.5418 -1.7498 -0.0570 -0.2833 0.0706 0.2915
H 0.1817 -0.3368 -1.3761 -0.2789 -0.3146 -0.0482 0.1735
H -1.1281 0.8748 -1.2182 0.2631 -0.1016 0.3883 0.2318
H -0.8841 0.1523 -2.7399 0.2659 -0.3159 -0.0518 0.3597
```
Positions in Å, forces in eV/Å.

As for the structure (SMILES): CC.CC. The lowest unoccupied orbital energy comes out at 0.0419 Ha. For the highest occupied orbital energy, the calculation gives -11.6 eV. For the electronic energy, the calculation gives -159.5751 Eh. The calculation puts the energy relative to the best compared isomer or geometry (same formula, charge and spin) at 0.267 eV. For the largest force on an atom, the calculation gives 0.0221 Eh/bohr.

=====

# 2
Here is a structure of composition C36H37Ge2N4O6W from the OMol25 dataset. Energies are from wB97M-V/def2-TZVPD.

Geometry as XYZ:
```
86
Properties=species:S:1:pos:R:3:forces:R:3:mulliken_charge:R:1
W 0.4743 -0.2501 -0.5578 -0.5911 -0.8072 -0.4679 0.9673
O 1.4389 1.0244 3.0331 0.2736 0.1114 -0.0469 -0.5994
C 1.4558 0.4915 1.9635 0.2551 -0.4866 -0.1396 -0.1368
O 0.4131 -0.0705 1.3823 0.2552 0.5294 1.4869 -0.5530
C 2.7327 0.3372 1.1130 -0.4821 0.2569 1.1706 1.2628
C 3.9442 0.5275 1.7511 0.4208 0.0053 -0.0633 -0.8358
C 5.0900 0.3445 1.0159 -0.0309 0.0980 0.4267 -0.9484
C 5.0015 0.0693 -0.3512 0.1127 -0.0561 -0.4600 1.2000
C 6.1746 -0.0457 -1.1555 -0.2020 0.0558 0.3717 -0.8274
C 6.0736 -0.2271 -2.4936 -0.2228 -0.0578 -0.3598 -1.1085
C 4.7895 -0.2895 -3.0966 0.4489 0.0040 -0.1028 -1.0290
C 3.6541 -0.2041 -2.3567 -0.1556 0.1792 0.3500 0.4948
C 3.7202 -0.0466 -0.9542 0.2588 -0.0425 -0.1061 -0.3433
N 2.5893 0.0082 -0.1638 0.0060 0.1698 -0.3805 1.3278
H 3.9438 0.7919 2.7988 -0.0059 0.0035 -0.0158 0.6394
H 6.0659 0.4371 1.4791 -0.0224 0.0007 -0.0255 0.5006
H 7.1415 0.0338 -0.6750 -0.0244 0.0019 0.0223 0.4579
H 6.9627 -0.3043 -3.1042 -0.0293 -0.0120 -0.0231 0.4669
H 4.7098 -0.4015 -4.1710 0.0300 0.0174 0.0160 0.5811
H 2.6990 -0.2168 -2.8491 -0.0870 0.0194 -0.0256 -0.3014
O 1.2900 -2.4106 0.4127 -0.1988 0.1262 -0.0020 0.3723
C 0.5942 -2.9416 1.5019 -0.0011 -0.0535 -0.0101 0.7647
C 1.3019 -3.6614 2.4432 -0.0007 -0.0488 0.0196 -1.3055
C 0.6424 -4.1929 3.5429 0.0184 -0.0022 0.0042 -0.6333
C -0.7226 -4.0062 3.6994 -0.0086 0.0203 -0.0285 -0.8517
C -1.4186 -3.2766 2.7533 -0.0433 -0.0763 0.0533 -0.9751
C -0.7782 -2.7312 1.6431 0.0355 0.0729 -0.0602 0.8338
C -1.5719 -1.8698 0.7398 0.5126 -0.1324 -0.1637 -0.1601
O -2.6910 -1.4992 0.9839 -0.2622 0.0154 -0.1532 -0.8570
O -0.9568 -1.5212 -0.4209 -0.5130 0.0372 0.4009 0.5122
H 2.2155 -2.6839 0.4825 -0.0238 0.0807 -0.1541 0.1085
H 2.3701 -3.8115 2.3235 -0.0060 0.0087 0.0053 0.5131
H 1.2048 -4.7493 4.2807 -0.0044 -0.0063 -0.0209 0.4514
H -1.2362 -4.4158 4.5574 -0.0003 -0.0184 -0.0185 0.4399
H -2.4835 -3.1164 2.8537 0.0180 0.0474 0.0180 0.5047
C -0.3950 -3.4146 -2.4405 -0.3142 -0.1283 0.1011 -1.5223
Ge 0.9852 -2.0591 -2.4522 -0.1617 -0.1938 -0.9356 2.0486
C 0.9262 -1.5364 -4.3684 0.0687 0.2726 -0.0512 -1.8038
C 2.6433 -3.0674 -2.2223 0.3094 -0.0266 0.1221 -1.6032
Ge -0.0225 0.7772 -2.8184 0.0340 0.2471 0.0251 0.8147
C 1.1426 1.8974 -3.8197 0.5979 0.0264 -0.3401 0.3149
C 1.0025 1.9248 -5.2138 0.0709 0.1120 -0.0176 -0.4038
C 1.8916 2.6468 -5.9973 -0.0325 -0.0415 0.0577 -0.7784
C 2.9255 3.3522 -5.3960 0.0112 0.0211 0.0221 -0.6925
C 3.0694 3.3425 -4.0142 -0.0098 0.0024 -0.0159 -0.7990
C 2.1947 2.6057 -3.2297 -0.0472 0.0735 -0.0427 0.1282
C -1.7864 1.2034 -3.3561 -0.5254 -0.4312 -0.3063 0.7338
C -2.8107 0.3030 -3.0282 -0.1206 0.0960 -0.0164 -0.4592
C -4.1005 0.5072 -3.4944 0.0777 -0.0169 0.0483 -0.8907
C -4.3771 1.6174 -4.2829 -0.0199 0.0389 -0.0370 -0.6036
C -3.3768 2.5301 -4.5986 0.0079 -0.0421 0.0716 -0.8191
C -2.0820 2.3205 -4.1480 -0.0845 -0.0118 0.0498 -0.6074
H -0.2237 -4.0400 -3.3188 -0.0119 -0.0425 0.0377 0.5964
H -1.3952 -2.9905 -2.5030 -0.0209 -0.0401 -0.0297 0.2430
H -0.3342 -4.0345 -1.5462 -0.0297 0.0041 0.0014 0.4024
H 1.2429 -2.4202 -4.9260 -0.0562 0.0051 -0.0303 0.6222
H 1.5637 -0.7055 -4.6777 0.0418 -0.1120 -0.0319 0.4695
H -0.1013 -1.3139 -4.6834 0.0261 -0.0423 -0.0338 0.4284
H 2.3496 -4.0857 -1.9645 0.0404 -0.0062 -0.0041 0.5389
H 3.3495 -2.6983 -1.4789 -0.0162 -0.0360 -0.0180 0.3297
H 3.1625 -3.0834 -3.1809 0.0355 -0.0507 0.0438 0.4451
H 0.2039 1.3760 -5.6997 -0.0185 -0.0128 0.0142 0.5109
H 1.7784 2.6584 -7.0733 -0.0018 -0.0066 0.0131 0.4499
H 3.6210 3.9134 -6.0068 -0.0177 0.0062 0.0108 0.4390
H 3.8704 3.9036 -3.5500 -0.0137 -0.0059 -0.0012 0.4831
H 2.3205 2.6110 -2.1539 0.0150 -0.0679 0.0217 0.3438
H -2.5966 -0.5611 -2.4069 0.0233 -0.0208 -0.0001 0.3709
H -4.8860 -0.1974 -3.2537 0.0137 0.0008 -0.0134 0.5028
H -5.3799 1.7696 -4.6612 0.0069 0.0126 0.0185 0.4397
H -3.6049 3.3953 -5.2068 0.0032 -0.0035 0.0023 0.4616
H -1.3081 3.0301 -4.4057 0.0580 0.0051 -0.0389 0.4525
C -3.5613 3.9470 1.1148 0.0997 -0.0955 0.0164 -0.9915
N -2.5044 3.0425 0.6739 0.0440 0.1898 -0.1171 -0.0117
C -1.1187 3.4746 0.4624 -0.1358 -0.1088 0.2573 -0.4699
C -0.5354 2.1701 0.0331 0.2624 0.4986 -1.0924 0.0456
O 0.6145 1.8840 -0.4390 0.3852 0.5137 0.5133 -1.0539
N -1.4232 1.2348 -0.0747 -0.4139 -0.6014 0.1489 -0.0132
C -2.6281 1.7549 0.3542 0.2439 -0.0426 -0.0031 -0.1930
N -3.7058 1.0147 0.3915 -0.0220 -0.0668 0.1121 -0.1197
H -3.1648 4.6012 1.8878 -0.0067 0.0123 0.0067 0.3311
H -4.3790 3.3774 1.5501 0.0036 0.0045 0.0169 0.3715
H -3.9361 4.5457 0.2865 -0.0046 -0.0005 -0.0299 0.3387
H -0.6791 3.8761 1.3766 0.0293 -0.0376 0.0207 0.4272
H -1.0118 4.2101 -0.3378 -0.0933 0.0486 -0.0142 0.3178
H -3.5470 -0.0008 0.3869 -0.0585 0.0500 -0.0187 0.2444
H -4.5776 1.3767 0.7421 -0.0025 -0.0101 -0.0311 0.2563
```
Positions in Å, forces in eV/Å.

The expectation value of S² is 0.755. As for the total charge: +2. The lowest unoccupied orbital energy (alpha / beta) comes out at -0.2421 / -0.2379 Ha. As for the multiplicity: 2. For the highest occupied orbital energy (alpha / beta), the calculation gives -13.7 / -13.9 eV. For the electronic energy, the calculation gives -6285.0346 Eh. The calculation puts the energy relative to the best compared isomer or geometry (same formula, charge and spin) at 0.918 eV. For the largest force on an atom, the calculation gives 0.0311 Eh/bohr.

=====

# 3
Here is a structure of composition C2H6F6OPtSbSe3Te from the OMol25 dataset. Energies are from wB97M-V/def2-TZVPD.

Geometry as XYZ:
```
21
Properties=species:S:1:pos:R:3:forces:R:3:mulliken_charge:R:1
Pt 0.1768 -0.3222 -0.2716 0.0083 0.2570 -0.1205 1.7489
Se -1.1138 -0.2798 1.7171 0.0360 -0.0115 0.1100 0.2340
Se -0.2762 -2.2213 2.5514 -0.0458 0.0080 -0.0908 0.1741
Te 0.5975 -2.7774 0.1362 -0.0291 -0.3550 0.2702 0.5749
Se -1.3901 -2.0553 -1.0693 0.1158 0.1264 -0.0730 -0.0137
C -0.4925 3.8604 -1.7594 0.0109 0.0049 -0.0094 -1.4497
C 0.3058 2.8682 -0.9631 0.0301 -0.0834 0.0418 0.1084
O -0.5456 1.6447 -0.7305 -0.0460 0.0041 -0.0289 -0.4534
H 0.1489 4.7127 -1.9873 -0.0008 0.0096 0.0265 0.3747
H -1.3550 4.2304 -1.2065 -0.0144 -0.0182 -0.0069 0.3763
H -0.8083 3.4433 -2.7189 -0.0014 0.0031 0.0026 0.4579
H 0.5497 3.2191 0.0356 0.0454 -0.0029 -0.0114 0.3122
H 1.2001 2.5332 -1.4796 0.0153 0.0037 -0.0203 0.2095
H -1.2731 1.6799 -1.3684 0.0149 -0.0541 -0.0200 0.3109
F 1.9540 0.7088 0.4819 -0.1900 0.0784 0.0179 -0.7630
Sb 3.4384 0.0078 -0.6585 0.1023 -0.3497 0.0662 2.5572
F 4.7018 0.4055 0.6087 -0.0220 0.0661 0.0085 -0.4659
F 3.4027 1.6237 -1.5472 0.0028 0.0404 -0.0221 -0.4992
F 4.3990 -0.9702 -1.8798 -0.0278 0.0535 -0.0254 -0.4604
F 1.7341 -0.4493 -1.7211 -0.1344 0.1197 0.0294 -0.7709
F 2.9300 -1.6111 0.2785 0.1300 0.0999 -0.1443 -0.5627
```
Positions in Å, forces in eV/Å.

The expectation value of S² is 0.758. As for the total charge: +2. The lowest unoccupied orbital energy (alpha / beta) comes out at -0.3827 / -0.4136 Ha. As for the multiplicity: 2. For the highest occupied orbital energy (alpha / beta), the calculation gives -17.8 / -17.8 eV. For the electronic energy, the calculation gives -8585.5452 Eh. The calculation puts the energy relative to the best compared isomer or geometry (same formula, charge and spin) at 0.000 eV. For the largest force on an atom, the calculation gives 0.0087 Eh/bohr.

=====

# 4
Here is a cluster of 2 separate species, C2H8S2 in total from the OMol25 dataset. Energies are from wB97M-V/def2-TZVPD.

Geometry as XYZ:
```
12
Properties=species:S:1:pos:R:3:forces:R:3:mulliken_charge:R:1
C 2.5651 -3.9979 0.6298 -1.0410 0.2556 -1.8004 -0.6429
S 2.3429 -3.4685 2.3319 0.1387 -0.3975 0.2814 -0.0662
S 0.7309 -4.6220 2.9809 0.1923 1.3255 -0.2686 -0.2102
H 1.9009 -3.3451 -0.2183 1.8130 -2.0198 2.4480 0.2307
H 2.3511 -5.1298 0.6102 0.3797 1.9078 -0.4242 0.2807
H 3.6550 -3.7970 0.5058 -0.8181 -0.3053 -0.4821 0.2313
H 0.0529 -3.4569 2.8768 -0.6646 -0.7663 0.2459 0.1767
C -2.7486 5.5636 -1.8874 -0.1587 -1.9902 -3.5638 -0.9042
H -2.5184 6.5286 -2.2361 -0.2557 1.5669 -0.3272 0.2526
H -3.7934 5.2419 -2.2023 1.3652 0.5178 0.6847 0.2005
H -2.5422 5.5222 -0.8737 0.1900 -0.4491 1.9248 0.2406
H -1.9962 4.9610 -2.5175 -1.1408 0.3545 1.2815 0.2105
```
Positions in Å, forces in eV/Å.

As for the structure (SMILES): CSS.C. The lowest unoccupied orbital energy comes out at 0.0187 Ha. For the highest occupied orbital energy, the calculation gives -8.9 eV. For the electronic energy, the calculation gives -877.3226 Eh. The calculation puts the energy relative to the best compared isomer or geometry (same formula, charge and spin) at 0.982 eV. For the largest force on an atom, the calculation gives 0.0794 Eh/bohr.